{
  "formula": "C3H9O",
  "method": "ωB97M-V/def2-TZVPD",
  "total_charge": -1,
  "de_lowest_kj_mol": 72.8,
  "homo_energy_ev": -2.2,
  "elements": ["C", "H", "H", "H", "H", "C", "O", "C", "H", "H", "H", "H", "H"],
  "xyz": [[0.605, -3.030, -0.230], [0.013, -2.241, 0.253], [0.096, -3.342, -1.214], [1.616, -2.650, -0.454], [0.633, -3.828, 0.408], [0.179, 1.209, 0.323], [-0.061, -0.019, 0.690], [-0.844, 2.135, -0.585], [0.481, 1.897, 1.168], [1.015, 1.279, -0.477], [-0.167, 2.967, -1.024], [-1.272, 1.501, -1.340], [-1.570, 2.685, 0.108]],
  "nbo_charge": [-0.858, 0.289, 0.178, 0.205, 0.178, 0.040, -0.926, -0.685, 0.049, 0.018, 0.163, 0.187, 0.162]
}

{
  "formula": "C3H9O",
  "method": "ωB97M-V/def2-TZVPD",
  "total_charge": -1,
  "de_lowest_kj_mol": 81.7,
  "homo_energy_ev": -2.3,
  "elements": ["C", "H", "H", "H", "H", "C", "O", "C", "H", "H", "H", "H", "H"],
  "xyz": [[-2.281, -0.612, 1.408], [-1.257, -0.665, 0.973], [-2.342, -0.522, 2.548], [-2.892, 0.245, 1.095], [-2.686, -1.511, 0.907], [0.526, 0.309, -0.153], [0.682, -1.008, -0.197], [1.500, 1.122, -1.237], [-0.578, 0.585, -0.379], [0.638, 0.947, 0.835], [1.566, 2.232, -0.933], [2.530, 0.810, -1.340], [1.100, 1.026, -2.235]],
  "nbo_charge": [-0.891, 0.292, 0.189, 0.190, 0.205, 0.016, -0.932, -0.665, 0.058, 0.036, 0.149, 0.180, 0.174]
}

{
  "formula": "C3H9O",
  "method": "ωB97M-V/def2-TZVPD",
  "total_charge": -2,
  "multiplicity": 2,
  "de_lowest_kj_mol": 13.2,
  "homo_energy_ev": [4.3, 0.3],
  "elements": ["O", "H", "C", "C", "C", "H", "H", "H", "H", "H", "H", "H", "H"],
  "xyz": [[-0.034, -2.182, -2.337], [-0.219, -2.986, -2.841], [-0.720, 0.646, 1.885], [0.379, 0.351, 0.874], [0.438, 1.277, -0.339], [-1.715, 0.316, 1.576], [-0.718, 1.693, 2.209], [-0.541, 0.108, 2.836], [0.354, -0.677, 0.514], [1.335, 0.469, 1.406], [1.356, 1.101, -0.913], [-0.400, 1.089, -1.015], [0.448, 2.328, -0.033]],
  "mulliken_spin": [-0.015, 0.002, 3.645, -0.200, 0.920, -0.536, -0.771, -0.901, -0.075, -0.392, 0.103, -0.074, -0.707]
}

{
  "formula": "C3H9O2",
  "method": "ωB97M-V/def2-TZVPD",
  "total_charge": -1,
  "de_lowest_kj_mol": 167.6,
  "homo_energy_ev": -2.2,
  "elements": ["C", "O", "C", "C", "H", "H", "H", "H", "H", "H", "H", "H", "H", "O"],
  "xyz": [[0.401, -0.110, 1.379], [0.749, 1.022, 1.758], [0.918, -0.613, -0.041], [0.680, 0.745, -0.921], [-0.766, -0.121, 1.277], [0.480, -0.942, 2.260], [0.621, -1.445, -0.545], [2.020, -0.621, 0.112], [1.391, 0.789, -1.729], [0.714, 1.612, -0.287], [-0.359, 0.572, -1.306], [-2.378, -0.333, -1.432], [-1.936, -0.036, -0.014], [-2.536, -0.518, -0.509]],
  "nbo_charge": [0.072, -0.899, -0.459, -0.627, -0.013, 0.033, 0.176, 0.165, 0.173, 0.251, 0.150, 0.455, 0.479, -0.954]
}

{
  "formula": "C3H9O2",
  "method": "ωB97M-V/def2-TZVPD",
  "total_charge": 1,
  "de_lowest_kj_mol": 0.0,
  "homo_energy_ev": -15.7,
  "elements": ["C", "C", "C", "O", "O", "H", "H", "H", "H", "H", "H", "H", "H", "H"],
  "xyz": [[3.352, 0.717, 0.029], [-0.422, -1.258, 0.342], [-2.650, 0.630, -0.223], [2.172, 0.471, 0.052], [0.495, -1.380, -0.495], [4.099, -0.016, -0.298], [3.738, 1.691, 0.348], [-1.729, 0.002, -0.177], [-1.228, -1.993, 0.315], [1.293, -0.702, -0.380], [-0.327, -0.615, 1.222], [-3.172, 0.372, -1.135], [-3.266, 0.412, 0.637], [-2.353, 1.671, -0.240]],
  "nbo_charge": [0.370, 0.352, -0.768, -0.579, -0.501, 0.149, 0.160, 0.128, 0.222, 0.542, 0.211, 0.241, 0.232, 0.239]
}

{
  "formula": "C3H9O2PS",
  "method": "ωB97M-V/def2-TZVPD",
  "de_lowest_kj_mol": 554.3,
  "homo_energy_ev": [-9.1, -8.9],
  "elements": ["C", "C", "C", "O", "O", "P", "S", "H", "H", "H", "H", "H", "H", "H", "H", "H"],
  "xyz": [[-1.729, -1.166, -0.671], [-0.063, -2.336, 1.110], [0.789, 3.986, 0.028], [1.179, 0.401, -1.909], [2.219, -0.683, -0.011], [-0.116, -2.100, -0.702], [1.004, -0.040, -0.516], [-1.670, -0.299, 0.038], [-2.547, -1.724, -0.188], [-1.984, -1.043, -1.642], [0.938, -2.929, 1.474], [-0.740, -3.072, 1.451], [0.064, -1.361, 1.714], [-0.177, 4.351, 0.013], [1.526, 4.318, 0.695], [1.307, 3.695, -0.886]],
  "nbo_charge": [-0.958, -1.017, -0.484, -0.867, -0.861, 0.753, 1.490, 0.238, 0.240, 0.230, 0.255, 0.244, 0.252, 0.161, 0.157, 0.166]
}

{
  "formula": "C3H9O2S2",
  "method": "ωB97M-V/def2-TZVPD",
  "total_charge": -1,
  "de_lowest_kj_mol": 203.9,
  "homo_energy_ev": -2.2,
  "elements": ["C", "C", "O", "C", "S", "S", "H", "H", "H", "H", "H", "H", "H", "H", "H", "O"],
  "xyz": [[0.505, 0.906, 0.345], [1.271, 1.865, -0.620], [0.895, 3.086, -0.212], [1.036, -0.520, 0.693], [1.697, -1.213, -0.905], [0.318, -1.081, -2.381], [-0.546, 0.913, -0.201], [0.436, 1.766, 1.222], [2.398, 1.723, -0.327], [1.298, 1.606, -1.678], [0.222, -1.025, 1.071], [1.826, -0.430, 1.439], [-3.741, -3.916, 0.151], [-4.138, -3.385, 1.593], [0.813, 3.768, -1.059], [-4.290, -4.063, 0.868]],
  "nbo_charge": [-0.426, -0.076, -0.729, -0.543, -0.052, -0.749, 0.214, 0.194, 0.107, 0.209, 0.191, 0.200, 0.478, 0.477, 0.460, -0.956]
}

{
  "formula": "C3H9O2S2",
  "method": "ωB97M-V/def2-TZVPD",
  "total_charge": -1,
  "de_lowest_kj_mol": 0.0,
  "homo_energy_ev": -2.5,
  "elements": ["C", "C", "O", "C", "S", "S", "H", "H", "H", "H", "H", "H", "H", "H", "H", "O"],
  "xyz": [[0.666, 1.380, 0.016], [2.037, 1.831, -0.508], [3.105, 0.915, -0.247], [-0.194, 0.577, -0.965], [-1.886, 0.364, -0.316], [-1.642, -1.130, 1.071], [0.105, 2.261, 0.322], [0.750, 0.755, 0.906], [1.988, 1.951, -1.598], [2.277, 2.796, -0.061], [0.198, -0.452, -1.057], [-0.238, 0.989, -1.969], [1.302, -2.651, 0.550], [0.007, -2.973, -0.176], [2.858, 0.379, 0.510], [0.954, -3.166, -0.195]],
  "nbo_charge": [-0.458, -0.056, -0.736, -0.547, -0.023, -0.783, 0.205, 0.220, 0.162, 0.146, 0.222, 0.194, 0.467, 0.497, 0.465, -0.976]
}

{
  "formula": "C3H9O3",
  "method": "ωB97M-V/def2-TZVPD",
  "total_charge": -1,
  "de_lowest_kj_mol": 19.1,
  "homo_energy_ev": -3.3,
  "elements": ["C", "O", "C", "C", "O", "H", "H", "H", "H", "H", "H", "H", "H", "H", "O"],
  "xyz": [[0.225, 0.766, -0.209], [-0.492, 0.396, -1.294], [-0.167, 0.006, 1.101], [-0.198, -1.479, 0.878], [-0.682, -2.235, 2.014], [1.290, 0.493, -0.322], [0.136, 1.836, 0.043], [-1.151, 0.278, 1.497], [0.590, 0.269, 1.836], [-0.854, -1.712, 0.048], [0.775, -1.892, 0.581], [-0.472, -1.746, 2.813], [0.263, 2.445, -3.064], [0.180, 1.005, -2.576], [0.557, 1.572, -3.344]],
  "nbo_charge": [-0.009, -0.942, -0.457, -0.065, -0.751, 0.092, 0.093, 0.178, 0.162, 0.199, 0.141, 0.451, 0.437, 0.509, -1.036]
}

{
  "formula": "C3H9O3",
  "method": "ωB97M-V/def2-TZVPD",
  "total_charge": -1,
  "de_lowest_kj_mol": 134.8,
  "homo_energy_ev": -3.5,
  "elements": ["C", "O", "C", "C", "O", "H", "H", "H", "H", "H", "H", "H", "H", "H", "O"],
  "xyz": [[-0.649, 0.682, -0.058], [-0.063, 0.216, -1.305], [-0.460, -0.229, 1.096], [0.954, -0.517, 1.522], [1.166, -1.682, 2.537], [-0.461, 1.744, 0.468], [-1.717, 0.742, -0.257], [-1.046, -1.092, 0.698], [-1.018, 0.234, 1.916], [1.444, -0.743, 0.564], [1.440, 0.458, 1.810], [1.930, -1.332, 3.048], [-0.401, 1.957, -3.594], [-0.692, 0.673, -2.527], [-0.922, 1.184, -3.418]],
  "nbo_charge": [-0.033, -0.937, -0.457, -0.088, -0.752, 0.062, 0.140, 0.207, 0.171, 0.202, 0.152, 0.451, 0.440, 0.514, -1.074]
}

{
  "formula": "C3H9O3Pb",
  "method": "ωB97M-V/def2-TZVPD",
  "multiplicity": 2,
  "homo_energy_ev": [-5.0, -9.0],
  "elements": ["Pb", "O", "H", "C", "O", "C", "C", "H", "H", "H", "H", "H", "H", "H", "O", "H"],
  "xyz": [[-1.162, -2.148, -0.436], [-2.283, -0.971, 0.678], [-2.468, 0.044, 0.372], [1.436, -0.803, -1.693], [0.476, -0.657, -0.658], [0.741, 0.440, 0.210], [-0.351, 0.616, 1.239], [1.147, -1.668, -2.300], [1.446, 0.099, -2.322], [2.428, -0.978, -1.252], [0.826, 1.344, -0.414], [1.699, 0.256, 0.722], [0.050, 1.314, 1.993], [-0.379, -0.281, 1.884], [-1.571, 1.492, 0.621], [-2.036, 1.900, 1.356]],
  "mulliken_spin": [1.005, 0.019, -0.001, 0.010, -0.029, -0.021, 0.040, 0.010, -0.010, -0.003, -0.004, -0.006, 0.002, -0.014, 0.004, 0.000]
}

{
  "formula": "C3H9O3V",
  "method": "ωB97M-V/def2-TZVPD",
  "multiplicity": 5,
  "de_lowest_kj_mol": 94.1,
  "homo_energy_ev": [-6.3, -9.2],
  "elements": ["V", "O", "H", "C", "O", "C", "C", "H", "H", "H", "H", "H", "H", "H", "O", "H"],
  "xyz": [[-0.349, -2.099, 2.227], [-0.281, -1.325, 3.938], [0.610, -1.745, 4.869], [-2.615, -4.226, 2.253], [-2.030, -3.070, 2.828], [-2.247, -2.932, 4.232], [-1.611, -1.633, 4.697], [-2.316, -4.266, 1.200], [-2.263, -5.133, 2.768], [-3.710, -4.148, 2.323], [-1.781, -3.799, 4.730], [-3.333, -2.924, 4.419], [-1.768, -1.543, 5.785], [-2.252, -0.808, 4.328], [0.684, -2.233, 5.861], [1.037, -1.515, 6.392]],
  "mulliken_spin": [4.083, -0.071, 0.014, -0.018, -0.057, 0.018, 0.031, 0.019, -0.005, -0.004, -0.007, 0.007, 0.004, -0.012, -0.002, 0.000]
}